# 1
The following is a DFT calculation (ωB97M-V/def2-TZVPD) of a molecular structure, C4H3NO2.

Calculated values
- HOMO energy (eV) = -8.973
- LUMO (eV) = -0.320
- frontier orbital gap (eV) = 8.6531
- E_tot (eV) = -9776.8025

```
10
Properties=species:S:1:pos:R:3:forces:R:3
O 1.77082 0.51436 -0.48469 -0.0316 -0.6254 0.4317
C 2.19121 -0.51243 0.28623 0.4979 -0.4357 -0.0984
C 0.44925 0.27357 -0.24417 -0.5894 0.3144 -0.4166
N -0.23171 -0.55959 -0.94702 -0.0397 0.3495 0.0529
C -1.49442 -0.45959 -0.38832 -0.3579 0.1198 0.1577
C -1.46612 0.42696 0.62878 -0.2609 -0.1353 -0.0731
O -0.18440 0.91804 0.72710 0.0399 0.1139 -0.2765
H 3.00282 -0.97896 -0.29727 0.6783 0.3252 0.0797
H -2.32416 -1.01965 -0.78960 0.0232 0.0400 0.1652
H -2.18571 0.82689 1.32060 0.0402 -0.0664 -0.0226
```
Positions in Å, forces in eV/Å.

Electronic structure analysis, natural (NBO) charges in units of e:
1. O -0.4701
2. C 0.1565
3. C 0.7212
4. N -0.4718
5. C -0.1074
6. C 0.0411
7. O -0.3966
8. H 0.0851
9. H 0.2234
10. H 0.2186


# 2
The following is a DFT calculation (ωB97M-V/def2-TZVPD) of C4H3NO2 in the gas phase in a non-equilibrium geometry.

Calculated values
- HOMO energy (eV) = -10.237
- LUMO (eV) = -0.881
- SMILES string = C=C1C=NOC1=O
- frontier orbital gap (eV) = 9.3554
- E_tot (eV) = -9779.4647

```
10
Properties=species:S:1:pos:R:3:forces:R:3
C 1.03525 -1.02633 0.63181 -0.5491 0.1537 -1.3415
C 0.18106 -0.10341 0.15482 0.5029 -0.8430 0.9215
C -0.40168 1.11690 0.69864 -0.1194 1.0882 -0.6219
N -1.16686 1.67686 -0.17660 0.0132 -0.2746 0.7076
O -1.27897 0.85031 -1.31017 0.1999 -0.0887 -0.2762
C -0.47398 -0.24616 -1.17277 -0.0809 -0.9335 -0.4157
O -0.40804 -1.14911 -1.97313 -0.0442 1.1474 0.7092
H 1.24818 -1.86507 -0.07083 -0.0017 0.6153 0.8455
H 1.51345 -0.96063 1.59730 -0.0263 -0.0631 0.0251
H -0.24842 1.70664 1.62092 0.1056 -0.8014 -0.5536
```
Positions in Å, forces in eV/Å.

Electronic structure analysis, natural (NBO) charges in units of e:
1. C -0.2273
2. C -0.2377
3. C -0.0134
4. N -0.0570
5. O -0.3469
6. C 0.7355
7. O -0.5352
8. H 0.2343
9. H 0.2137
10. H 0.2341


# 3
The following is a DFT calculation (ωB97M-V/def2-TZVPD) of C4H3NO2S in the gas phase.

Calculated values
- HOMO energy (eV) = -9.286
- LUMO (eV) = -0.231
- SMILES string = S=COc1cnco1
- frontier orbital gap (eV) = 9.0546
- E_tot (eV) = -20615.2459

```
11
Properties=species:S:1:pos:R:3:forces:R:3
S -0.49183 0.53218 3.72589 0.0178 -0.0104 -0.2847
C -0.46264 0.54663 2.12272 -0.3885 0.5158 -0.3892
O 0.22638 -0.36718 1.39941 0.0595 -0.0690 0.2069
C 0.23353 -0.32225 0.05303 -0.1801 0.2873 -0.1601
C 0.84121 -1.11124 -0.84472 0.5791 -0.7238 -0.1094
N 0.53080 -0.64030 -2.12265 -0.1997 0.2241 0.3552
C -0.22456 0.37333 -1.91166 0.0557 -0.0008 -0.1476
O -0.46232 0.65296 -0.59511 0.1935 -0.3488 0.0206
H -0.99103 1.28263 1.48080 0.3309 -0.4560 0.5683
H 1.48957 -1.97943 -0.68436 -0.4586 0.5721 -0.0324
H -0.68910 1.03267 -2.62335 -0.0095 0.0093 -0.0276
```
Positions in Å, forces in eV/Å.

Electronic structure analysis, natural (NBO) charges in units of e:
1. S 0.0292
2. C 0.0008
3. O -0.4538
4. C 0.5108
5. C -0.1693
6. N -0.4224
7. C 0.3114
8. O -0.4376
9. H 0.1986
10. H 0.2330
11. H 0.1992